Below is a 2-piece molecular cluster, CH6N2S overall, with properties calculated with ωB97M-V/def2-TZVPD.

Calculated values
E_tot in eV: -14946.3651
Multiplicity: 1
Energy relative to the best compared isomer or geometry (same formula, charge and spin) in eV: 3.2221
LUMO level in hartree: 0.0288
Frontier orbital gap in eV: 9.18
HOMO in eV: -8.397
Maximum force in eV Å⁻¹: 3.63

Last column: Löwdin charge in e.
Positions of all 10 atoms, in Å:
C1 1.00790 -1.79758 0.13694  0.014
N1 0.03338 0.34801 0.54053  -0.039
N2 0.31763 -0.69856 -0.13090  -0.198
S1 -1.16317 2.72998 -0.87601  0.479
H1 1.65578 -2.02194 0.94155  0.051
H2 0.96369 -2.68074 -0.39075  0.026
H3 -0.71677 1.60635 -0.49130  -0.370
H4 0.33478 0.35895 1.54249  0.091
H5 -0.07053 -0.53995 -1.03806  0.146
H6 -2.36268 2.69548 -0.23450  -0.201

Forces on atoms 1 to 3 (eV/Å):
C -0.33 1.14 0.06
N 0.21 1.22 1.85
N 1.27 -1.67 1.34